[1]
Density functional theory data (wB97M-V/def2-TZVPD) for an isolated molecule of C23H37N3O2.

## Properties
- charge = 0
- electronic energy (hartree) = -1213.41641
- ΔE to the lowest compared entry with this formula, charge and spin (kJ/mol) = 0.0
- E_LUMO (eV) = 0.80
- molecular weight (g mol⁻¹) = 387.57
- HOMO energy (Ha) = -0.3176

Last column: Löwdin charge in e.
CARTESIAN COORDINATES (ANGSTROEM)
1 C -3.863 2.586 0.968  -0.048
2 C -2.444 2.725 0.506  -0.295
3 C -1.385 2.558 1.390  -0.051
4 C -0.077 2.688 0.960  -0.024
5 C 0.201 2.993 -0.367  -0.211
6 C 1.636 3.098 -0.817  -0.071
7 N 2.303 1.813 -0.799  -0.014
8 C 3.113 1.420 0.205  -0.467
9 O 3.355 2.064 1.202  0.066
10 C 3.652 0.040 -0.134  -0.063
11 C 3.120 -0.279 -1.533  -0.088
12 C 2.142 0.864 -1.875  -0.173
13 C 0.678 0.408 -2.002  -0.464
14 O 0.063 0.533 -3.040  0.070
15 N 0.155 -0.118 -0.880  0.109
16 C -1.257 -0.394 -0.757  -0.142
17 C -1.600 -1.890 -0.760  -0.152
18 N -1.129 -2.616 0.412  -0.159
19 C -0.467 -3.862 0.046  -0.188
20 C 0.975 -3.624 -0.415  -0.422
21 C 1.829 -3.193 0.773  -0.072
22 C 1.544 -4.887 -1.057  -0.074
23 C -2.167 -2.817 1.411  -0.187
24 C -2.542 -1.546 2.184  -0.419
25 C -3.634 -1.873 3.200  -0.076
26 C -1.316 -0.971 2.885  -0.066
27 C -0.853 3.166 -1.252  -0.035
28 C -2.159 3.034 -0.818  -0.042
29 H -4.467 2.087 0.214  0.079
30 H -4.296 3.570 1.146  0.084
31 H -3.917 2.021 1.896  0.070
32 H -1.586 2.327 2.426  0.106
33 H 0.739 2.557 1.655  0.115
34 H 2.194 3.742 -0.130  0.136
35 H 1.691 3.507 -1.830  0.134
36 H 4.740 0.061 -0.089  0.125
37 H 3.308 -0.665 0.623  0.101
38 H 2.615 -1.244 -1.565  0.097
39 H 3.930 -0.305 -2.260  0.117
40 H 2.393 1.340 -2.833  0.157
41 H 0.718 -0.182 -0.048  0.136
42 H -1.736 0.065 -1.626  0.125
43 H -1.623 0.089 0.149  0.091
44 H -2.693 -1.977 -0.856  0.126
45 H -1.157 -2.322 -1.660  0.123
46 H -0.436 -4.513 0.923  0.122
47 H -1.025 -4.398 -0.740  0.127
48 H 0.972 -2.823 -1.161  0.108
49 H 2.842 -2.955 0.455  0.067
50 H 1.384 -2.327 1.255  0.061
51 H 1.886 -3.997 1.505  0.083
52 H 1.527 -5.713 -0.349  0.081
53 H 2.573 -4.724 -1.368  0.076
54 H 0.963 -5.172 -1.931  0.076
55 H -3.081 -3.240 0.956  0.127
56 H -1.794 -3.541 2.139  0.123
57 H -2.941 -0.805 1.486  0.116
58 H -3.921 -0.980 3.749  0.075
59 H -3.281 -2.614 3.915  0.080
60 H -4.518 -2.269 2.705  0.076
61 H -0.932 -1.682 3.614  0.085
62 H -1.567 -0.050 3.405  0.069
63 H -0.531 -0.763 2.164  0.053
64 H -0.653 3.397 -2.288  0.117
65 H -2.970 3.168 -1.519  0.116

=====

[2]
Density functional theory data (wB97M-V/def2-TZVPD) for C23H37N4O3PPdS3Se as an isolated structure in a non-equilibrium geometry.

## Properties
- charge = -2
- electronic energy (hartree) = -5408.77657
- ΔE to the lowest compared entry with this formula, charge and spin (kJ/mol) = 0.0
- E_LUMO (eV) = 4.66
- molecular weight (g mol⁻¹) = 730.13
- HOMO energy (Ha) = -0.0150

Last column: Löwdin charge in e.
CARTESIAN COORDINATES (ANGSTROEM)
1 Pd -1.529 -0.822 -0.345  0.197
2 C 4.307 -2.368 -1.337  -0.097
3 C 3.835 -1.081 -0.671  -0.289
4 N 3.074 -1.324 0.537  -0.145
5 C 3.809 -1.308 1.791  -0.236
6 C 3.806 0.065 2.457  -0.083
7 C 1.702 -1.419 0.546  -0.719
8 S 0.864 -1.395 -0.978  0.642
9 N 1.166 -1.456 1.744  0.087
10 C -0.128 -1.845 1.958  -0.530
11 O -0.700 -2.759 1.380  -0.018
12 C -0.784 -1.206 3.157  -0.166
13 C -0.031 -0.902 4.285  -0.043
14 C -0.636 -0.340 5.403  -0.106
15 C -1.995 -0.059 5.387  -0.114
16 C -2.746 -0.355 4.256  -0.079
17 C -2.148 -0.938 3.148  -0.044
18 H 4.904 -2.151 -2.229  0.063
19 H 3.436 -2.955 -1.633  0.054
20 H 4.914 -2.966 -0.651  0.062
21 H 3.210 -0.520 -1.366  0.050
22 H 4.693 -0.455 -0.406  0.110
23 H 4.833 -1.626 1.572  0.104
24 H 3.363 -2.042 2.461  0.104
25 H 4.289 0.811 1.820  0.058
26 H 4.332 0.032 3.416  0.063
27 H 2.776 0.378 2.631  0.064
28 H 1.033 -1.104 4.272  0.098
29 H -0.041 -0.103 6.278  0.085
30 H -2.465 0.407 6.246  0.085
31 H -3.801 -0.115 4.220  0.099
32 H -2.736 -1.144 2.259  0.061
33 C -3.317 -3.837 0.215  -0.075
34 N -2.760 -3.514 -1.086  -0.136
35 C -3.037 -4.248 -2.224  -0.082
36 C -2.622 -3.521 -3.277  -0.079
37 N -2.098 -2.350 -2.762  -0.144
38 C -1.730 -1.191 -3.551  -0.065
39 C -2.218 -2.311 -1.408  -0.483
40 Se -3.962 -0.492 -0.569  -0.138
41 H -3.358 -4.924 0.309  0.079
42 H -4.309 -3.389 0.291  0.047
43 H -2.677 -3.421 0.986  0.051
44 H -3.478 -5.229 -2.177  0.102
45 H -2.624 -3.737 -4.331  0.100
46 H -1.475 -1.520 -4.559  0.081
47 H -0.876 -0.694 -3.098  0.041
48 H -2.567 -0.490 -3.570  0.065
49 C -1.923 4.708 -2.712  -0.064
50 C -2.345 3.478 -1.922  -0.448
51 C -1.783 2.196 -2.503  -0.099
52 O -2.031 3.706 -0.542  -0.322
53 P -0.740 3.255 0.296  -0.168
54 S -0.595 4.458 1.848  0.113
55 S -0.632 1.322 0.727  0.314
56 O 0.372 3.624 -0.832  -0.343
57 C 1.767 3.297 -0.833  -0.468
58 C 2.375 3.084 0.544  -0.106
59 C 1.977 2.091 -1.732  -0.077
60 H -2.368 4.676 -3.712  0.069
61 H -0.836 4.740 -2.803  0.069
62 H -2.253 5.617 -2.205  0.076
63 H -3.435 3.413 -1.926  0.136
64 H -0.692 2.205 -2.485  0.056
65 H -2.122 2.113 -3.542  0.081
66 H -2.143 1.322 -1.956  -0.023
67 H 2.240 4.172 -1.288  0.129
68 H 1.931 2.209 1.025  0.029
69 H 2.194 3.945 1.188  0.042
70 H 3.452 2.927 0.433  0.070
71 H 1.439 1.226 -1.331  0.008
72 H 3.044 1.847 -1.795  0.071
73 H 1.607 2.295 -2.740  0.074

=====

[3]
Density functional theory data (wB97M-V/def2-TZVPD) for C23H37NO11Ti as an isolated structure in a non-equilibrium geometry.

## Properties
- charge = +1
- expectation value of S² = 3.7545
- electronic energy (hartree) = -2630.29538
- E_LUMO (alpha / beta) (eV) = -1.74 / -1.77
- molecular weight (g mol⁻¹) = 551.41
- 2S+1 = 4
- HOMO energy (alpha / beta) (Ha) = -0.2319 / -0.4444

Last column: Mulliken spin population.
CARTESIAN COORDINATES (ANGSTROEM)
1 Ti -0.262 0.872 -0.138  2.617
2 C -2.796 -1.021 -2.004  0.103
3 C -2.943 -0.943 -0.501  0.002
4 O -1.990 -0.682 0.251  0.015
5 N -4.182 -1.133 -0.006  0.007
6 C -5.432 -1.074 -0.791  -0.003
7 H -3.259 -1.930 -2.393  0.001
8 H -1.739 -1.203 -2.190  -0.037
9 H -3.117 -0.074 -2.427  -0.004
10 H -4.318 -0.911 0.968  -0.003
11 H -5.553 -2.018 -1.320  0.001
12 H -5.392 -0.230 -1.476  0.000
13 H -6.266 -0.990 -0.101  0.000
14 O -1.652 2.429 0.884  0.018
15 C -2.802 2.305 1.216  0.006
16 O -3.826 2.647 0.438  0.003
17 C -5.071 2.494 1.147  0.000
18 C -4.684 2.409 2.610  0.003
19 C -3.304 1.749 2.536  0.004
20 H -5.584 1.588 0.822  -0.001
21 H -5.689 3.368 0.963  0.000
22 H -5.335 1.876 3.305  0.000
23 H -4.628 3.391 3.085  0.000
24 H -3.320 0.665 2.402  0.001
25 H -2.624 2.038 3.332  -0.001
26 O -0.158 0.716 -2.392  0.010
27 C 0.559 0.637 -3.380  0.079
28 O 0.100 0.027 -4.478  0.016
29 C 1.133 -0.149 -5.478  0.002
30 C 2.432 0.068 -4.702  0.005
31 C 2.008 0.956 -3.517  0.012
32 H 0.986 0.519 -6.321  0.001
33 H 1.071 -1.202 -5.737  0.000
34 H 3.316 0.545 -5.133  -0.001
35 H 2.867 -0.873 -4.355  0.000
36 H 2.185 2.007 -3.777  0.005
37 H 2.668 0.855 -2.652  0.011
38 O 0.746 -5.285 -1.446  0.000
39 C 1.343 -4.277 -1.268  0.003
40 O 2.249 -4.133 -0.281  0.000
41 C 2.675 -2.774 -0.150  0.003
42 C 1.805 -1.952 -1.138  -0.160
43 C 1.344 -3.015 -2.110  0.003
44 H 3.696 -2.718 -0.535  0.002
45 H 2.624 -2.421 0.875  -0.001
46 H 2.501 -1.227 -1.552  0.015
47 H 0.939 -1.534 -0.624  0.164
48 H 2.061 -3.114 -2.929  0.001
49 H 0.381 -2.818 -2.578  0.000
50 O 0.535 0.103 1.918  -0.060
51 C 0.544 -0.238 3.070  0.032
52 O 1.680 -0.088 3.785  0.004
53 C 1.371 -0.229 5.188  0.000
54 C 0.178 -1.158 5.212  0.002
55 C -0.572 -0.735 3.950  0.001
56 H 1.116 0.765 5.570  0.000
57 H 2.254 -0.534 5.741  0.000
58 H -0.396 -1.285 6.123  0.000
59 H 0.596 -2.143 4.973  0.000
60 H -1.308 0.070 3.987  0.006
61 H -1.024 -1.564 3.401  0.001
62 O 1.584 2.196 -0.423  0.017
63 C 2.754 1.910 -0.268  0.040
64 O 3.108 0.743 0.281  0.033
65 C 4.517 0.686 0.601  0.006
66 C 5.013 2.168 0.508  -0.001
67 C 3.935 2.848 -0.324  0.014
68 H 5.029 0.047 -0.114  -0.001
69 H 4.497 0.360 1.636  0.001
70 H 6.024 2.271 0.133  -0.001
71 H 4.962 2.511 1.542  0.001
72 H 4.241 2.979 -1.369  0.003
73 H 3.602 3.855 -0.073  0.001

=====

Which of these has the lowest charge? C23H37N4O3PPdS3Se

=====

Which formula does entry 2 have? C23H37N4O3PPdS3Se